Molecular formula: C22H30F4O21
Method: DFT, ωB97M-V/def2-TZVPD

XYZ file:
```
77
Properties=species:S:1:pos:R:3:forces:R:3:lowdin_spin:R:1
C 4.70308 1.43809 -0.13031 -0.42 0.11 -0.42 0.00
C 4.51786 -0.01882 -0.20742 -2.46 1.18 -1.78 0.00
O 4.49070 -0.37759 1.15861 -0.05 -1.20 -1.12 0.00
C 5.33619 0.45479 1.77460 3.63 0.00 2.02 0.00
O 5.84213 0.22461 2.87381 -1.95 1.32 -3.28 0.00
O 5.70446 1.44937 0.85908 0.18 0.38 2.39 0.00
F 5.50545 -0.51223 -1.00096 0.56 -1.10 0.79 0.00
H 3.77547 1.89876 0.20945 0.01 0.23 0.17 0.00
H 4.92298 1.83402 -1.12176 0.75 0.26 0.44 0.00
H 3.58524 -0.15876 -0.75400 -0.28 -1.12 0.68 0.00
C 3.41696 -3.74252 1.01518 1.54 1.25 0.25 0.00
C 2.89304 -2.85541 2.15266 0.19 -0.40 -2.90 0.00
O 2.16084 -3.78649 2.88883 -0.54 1.96 0.62 0.00
C 2.75149 -4.99845 2.71390 -0.81 -0.96 0.79 0.00
O 2.52515 -5.90214 3.43871 0.11 -0.38 0.08 0.00
O 3.53772 -5.00037 1.65789 0.60 -0.07 -0.87 0.00
F 2.19119 -1.83730 1.48625 -0.69 -0.58 1.42 0.00
H 4.38153 -3.28324 0.79892 0.40 -0.74 -0.31 0.00
H 2.87068 -3.78013 0.07271 -0.58 -0.01 0.43 0.00
H 3.71456 -2.37011 2.67963 -0.40 0.03 0.51 0.00
C 3.87967 -1.45858 -3.87267 1.01 1.37 -0.22 0.00
C 2.63243 -1.19249 -4.69430 0.54 1.00 1.22 0.00
O 1.66868 -1.30268 -3.65734 -2.22 -0.20 -1.75 0.00
C 2.08153 -2.11336 -2.68759 0.75 1.75 3.48 0.00
O 1.46725 -2.41799 -1.68557 0.12 -0.36 -2.03 0.00
O 3.42138 -2.09729 -2.70683 0.16 -1.94 -0.03 0.00
F 2.50282 -2.11693 -5.62336 -0.69 -1.86 -1.09 0.00
H 4.30305 -0.52632 -3.49887 0.25 0.15 -0.44 0.00
H 4.62908 -2.03271 -4.41752 -0.16 -0.12 0.18 0.00
H 2.48668 -0.25908 -5.23799 0.23 0.38 0.75 0.00
C -5.55561 0.36274 1.75384 0.57 -1.81 -1.73 0.00
C -4.16693 -0.33513 1.63295 -1.95 0.19 1.59 0.00
O -3.38097 0.59044 2.32442 0.93 -0.33 0.23 0.00
C -4.01556 1.77564 2.33685 1.38 3.37 -0.16 0.00
O -3.51648 2.79539 2.76292 -0.43 -1.72 -0.15 0.00
O -5.17335 1.72710 1.69221 -0.73 -0.43 0.56 0.00
F -3.75047 -0.46035 0.35070 0.01 -0.10 0.28 0.00
H -6.10523 0.10311 2.65860 0.25 0.19 0.14 0.00
H -6.10556 -0.01176 0.89047 -0.38 0.83 -0.09 0.00
H -4.17017 -1.26094 2.20825 0.45 -0.31 -0.63 0.00
C -0.51293 -0.70651 3.61354 -0.55 -2.35 -2.87 0.00
O -0.77617 0.34948 4.48486 1.24 2.38 -1.89 0.07
C -0.46310 1.58733 4.04534 -2.57 -1.61 6.27 0.06
O 0.04148 1.93299 2.94261 0.06 -0.07 -0.29 0.81
O -0.70809 2.41380 5.01563 0.96 1.38 -2.04 0.03
C -1.47150 2.16229 6.25752 -0.44 0.04 0.54 0.01
H 0.51634 -0.88779 3.30397 0.37 0.03 1.13 0.00
H -0.95170 -0.55106 2.62794 -0.47 0.56 0.00 0.00
H -1.05527 -1.59342 3.94120 0.58 0.11 0.60 0.00
H -1.01891 1.40113 6.89305 0.03 -0.25 -0.62 0.00
H -2.52599 1.99885 6.03517 0.28 -0.41 -0.35 0.00
H -1.44862 3.08530 6.83687 0.43 0.20 -0.58 0.00
C -4.51498 3.66703 -2.91606 -1.38 0.24 0.71 0.00
O -4.12757 2.48642 -3.53965 1.98 -1.92 -1.33 0.00
C -4.57916 1.23718 -3.30961 -3.33 1.77 1.42 0.00
O -5.64026 1.03122 -2.70025 2.71 -0.31 -1.04 0.00
O -3.76861 0.38087 -3.90913 0.37 0.03 -0.07 0.00
C -3.88396 -0.99111 -3.60307 0.01 -1.79 0.91 0.00
H -3.88536 4.47491 -3.28889 0.04 -0.28 0.01 0.00
H -4.43653 3.57076 -1.83315 0.08 0.11 0.07 0.00
H -5.55643 3.87846 -3.15848 -0.04 0.16 0.07 0.00
H -4.29358 -1.18098 -2.61097 -0.39 0.44 -0.06 0.00
H -2.91500 -1.48795 -3.55424 0.50 0.73 -0.23 0.00
H -4.41743 -1.62938 -4.30742 -0.48 0.78 -0.33 0.00
C -0.50602 0.70844 -0.00875 -0.56 0.75 -0.48 0.00
C -0.06782 0.66523 -1.48467 -0.26 -0.07 1.06 0.00
C -0.66453 1.55744 -2.58847 -0.28 -0.91 0.10 0.00
O 0.46514 2.19185 -3.23566 1.46 -1.10 1.40 0.00
C 1.64465 1.77425 -2.55146 -2.61 0.10 0.28 0.00
O 2.76769 2.02889 -2.81186 0.10 0.19 -0.48 0.00
O 1.27645 1.04994 -1.45426 1.87 0.50 -0.84 0.00
H -0.50059 1.71748 0.40346 0.05 0.35 -0.40 0.00
H 0.22688 0.17300 0.59479 -0.17 -0.53 -0.18 0.00
H -1.53304 0.36504 0.11539 0.20 -0.42 0.05 0.00
H -0.11031 -0.36612 -1.83482 0.03 -0.11 0.18 0.00
H -1.44039 2.25768 -2.27895 0.40 0.33 0.00 0.00
H -1.12382 0.80219 -3.22625 -0.10 0.70 -0.73 0.00
```
Positions in Å, forces in eV/Å.

Output
Spin multiplicity: 2
Total charge: +1
Lowest unoccupied orbital energy (alpha / beta) in Eh: -0.13360 / -0.36363